# 1
{"formula": "C2Cl4OS", "method": "wB97M-V/def2-TZVPD", "total_energy_ha": -2390.3128, "homo_energy_ev": [-9.3, -9.3], "orbital_gap_ev": [7.73, 7.72], "max_force_ha_per_bohr": 0.01298, "smiles": "ClC(Cl)=C(Cl)Cl.O=S", "symbols": ["Cl", "Cl", "C", "S", "O", "Cl", "Cl", "C"], "positions_angstrom": [[-0.418, -1.005, -1.118], [2.845, 1.148, 0.645], [0.630, 0.215, -0.535], [-4.445, 0.232, 0.614], [-3.186, -0.523, 0.623], [0.099, 1.827, -0.754], [2.329, -1.686, 0.266], [1.796, -0.071, 0.059]], "forces_ev_per_angstrom": [[0.03, 0.07, -0.03], [0.02, -0.05, 0.02], [0.33, -0.11, 0.18], [-0.57, 0.35, -0.01], [0.55, -0.34, 0.03], [-0.06, 0.00, -0.02], [0.05, 0.08, 0.04], [-0.34, 0.01, -0.20]], "mulliken_charge": [-0.13, -0.15, 0.27, 0.25, -0.24, -0.15, -0.15, 0.31]}

=====

# 2
{"formula": "C36H27N4O3RhSi", "method": "wB97M-V/def2-TZVPD", "total_energy_ha": -2232.9851, "homo_energy_ev": [-7.8, -7.7], "orbital_gap_ev": [6.76, 6.76], "max_force_ha_per_bohr": 0.00506, "symbols": ["C", "C", "C", "C", "H", "C", "H", "C", "C", "C", "H", "N", "C", "H", "C", "N", "O", "H", "C", "C", "H", "C", "C", "H", "H", "C", "C", "C", "H", "C", "C", "C", "C", "H", "H", "H", "O", "C", "H", "H", "C", "Si", "H", "C", "H", "H", "N", "C", "H", "H", "C", "Rh", "H", "N", "H", "C", "H", "C", "H", "C", "C", "C", "H", "C", "H", "H", "C", "H", "C", "C", "O", "C"], "positions_angstrom": [[-3.823, -1.316, -1.458], [2.241, -1.689, -2.465], [2.943, -3.338, 1.765], [-1.477, -1.768, -1.045], [-4.478, 2.617, 0.044], [0.017, -0.064, 3.732], [0.045, -1.552, 5.265], [1.191, 0.457, -2.578], [-2.697, -0.275, 3.756], [-2.574, -0.905, -1.014], [-2.450, 0.105, -0.639], [-0.694, 0.686, 2.896], [-1.955, -1.058, 4.626], [-4.659, -0.630, -1.421], [3.038, -1.357, -3.553], [-1.994, 2.136, 1.106], [-4.034, 1.365, 1.888], [-2.447, -1.747, 5.300], [-0.574, -0.951, 4.615], [-2.355, 2.837, -0.065], [-3.776, -0.311, 3.703], [-3.868, 3.715, -1.707], [-3.993, -2.604, -1.944], [2.570, -4.826, 3.267], [5.644, 2.109, -0.271], [-1.268, 3.359, -0.801], [2.131, -4.167, 2.528], [4.623, 2.056, 0.082], [3.816, 3.471, -1.356], [0.996, -2.469, 0.603], [2.377, -2.498, 0.815], [1.312, -0.784, -1.949], [-2.800, 4.229, -2.428], [-4.965, -2.929, -2.292], [5.017, 0.578, 1.603], [-0.833, -3.755, -1.567], [1.450, 4.172, -1.697], [-2.913, -3.478, -1.984], [4.017, -3.353, 1.906], [1.865, 1.768, -4.133], [2.964, 1.166, 1.546], [0.197, -1.155, -0.485], [0.120, -4.805, 2.922], [-3.656, 3.019, -0.526], [0.447, 1.161, -2.223], [-4.880, 3.855, -2.063], [2.017, 1.914, 0.987], [1.208, 3.430, -0.760], [3.534, 0.149, -4.999], [-0.877, -3.308, 1.236], [3.631, 2.816, -0.517], [-0.078, 1.861, 1.249], [3.757, -2.071, -3.936], [0.002, 3.093, -0.243], [2.649, 0.494, 2.333], [-2.033, 0.581, 2.901], [2.355, -2.666, -2.007], [-2.817, 1.412, 1.900], [-2.976, 4.771, -3.348], [-1.498, 4.058, -1.981], [0.199, -3.312, 1.381], [-1.668, -3.060, -1.538], [3.022, -1.855, 0.223], [2.338, 2.710, -0.046], [-3.043, -4.484, -2.363], [-0.660, 4.458, -2.530], [4.282, 1.209, 1.124], [1.092, 0.041, 3.683], [1.982, 0.798, -3.666], [0.757, -4.155, 2.334], [0.050, 0.144, 0.429], [2.913, -0.110, -4.151]], "forces_ev_per_angstrom": [[-0.02, 0.00, 0.01], [0.02, 0.02, 0.03], [0.01, 0.01, -0.01], [-0.03, 0.10, -0.02], [-0.01, 0.00, 0.00], [0.00, -0.02, -0.01], [0.01, 0.00, 0.01], [-0.01, -0.01, -0.01], [0.00, -0.01, 0.00], [0.01, -0.03, 0.01], [0.01, 0.01, -0.01], [-0.04, 0.00, 0.06], [0.01, 0.01, 0.00], [0.00, -0.01, 0.00], [0.01, 0.02, -0.02], [-0.03, -0.03, 0.01], [0.03, -0.01, 0.01], [0.00, 0.00, 0.00], [0.00, 0.00, -0.01], [0.00, -0.01, -0.04], [0.00, 0.00, 0.00], [0.03, 0.02, -0.03], [0.00, 0.01, 0.00], [0.00, 0.00, 0.00], [0.00, 0.00, 0.00], [0.00, 0.01, 0.02], [-0.01, -0.01, 0.01], [-0.02, -0.02, 0.02], [0.00, 0.00, 0.00], [-0.02, 0.04, -0.01], [-0.01, -0.01, 0.02], [-0.04, -0.09, -0.02], [-0.04, -0.02, 0.02], [0.00, 0.00, 0.00], [0.00, 0.00, 0.00], [-0.03, 0.01, -0.02], [0.00, -0.03, 0.07], [0.01, -0.02, 0.00], [0.01, 0.00, 0.00], [0.02, -0.01, 0.01], [0.01, -0.01, -0.01], [0.22, -0.02, 0.04], [0.00, 0.00, 0.00], [0.02, -0.01, 0.02], [0.00, 0.08, 0.03], [0.00, 0.00, 0.00], [0.03, 0.02, -0.01], [-0.07, -0.02, -0.08], [0.00, 0.00, 0.00], [0.04, -0.01, 0.03], [0.01, 0.00, -0.02], [0.09, 0.10, 0.08], [0.00, -0.01, 0.00], [0.05, -0.01, -0.05], [0.02, 0.02, 0.00], [0.01, 0.00, 0.00], [-0.01, 0.00, -0.02], [-0.02, 0.04, -0.02], [-0.01, 0.00, 0.00], [0.03, -0.01, 0.01], [-0.01, -0.02, -0.01], [0.01, -0.01, 0.00], [-0.01, 0.00, 0.03], [-0.03, -0.02, 0.01], [-0.01, 0.00, 0.00], [0.00, 0.00, 0.00], [0.00, 0.01, -0.01], [-0.01, 0.00, 0.01], [-0.03, 0.03, 0.02], [0.01, 0.00, 0.01], [-0.21, -0.11, -0.11], [0.01, -0.02, 0.00]], "mulliken_charge": [-0.56, -0.25, -0.81, 0.25, 0.53, -0.10, 0.47, -0.35, -0.69, -0.08, 0.10, 0.29, -0.37, 0.48, -0.71, -0.04, -0.73, 0.43, -0.78, 0.06, 0.51, -0.69, -0.54, 0.39, 0.43, 0.33, -0.55, -0.38, 0.50, 0.47, -0.18, 0.61, -0.60, 0.38, 0.47, 0.37, -0.73, -0.81, 0.43, 0.45, 0.02, -2.20, 0.43, -0.49, 0.31, 0.39, 0.16, 0.31, 0.40, 0.44, -0.59, 0.04, 0.40, 0.09, 0.21, 0.68, 0.42, 0.15, 0.39, -0.63, -0.26, -0.09, 0.55, 0.59, 0.39, 0.50, -0.77, 0.37, -0.49, -0.73, 1.54, -0.54]}

=====

# 3
{"formula": "C41H81O13P", "method": "wB97M-V/def2-TZVPD", "total_energy_ha": -2930.1655, "homo_energy_ev": -8.7, "orbital_gap_ev": 9.22, "max_force_ha_per_bohr": 0.10315, "smiles": "C=CC(=O)OCCCCCCO[P@@](=O)(O)OCCCC.C1CCOC1.C1CCOC1.C1CCOC1.C1CCOC1.C1CCOC1.C1CCOC1.C1CCOC1", "symbols": ["C", "C", "H", "C", "H", "H", "H", "H", "H", "H", "H", "H", "C", "H", "C", "H", "H", "H", "H", "H", "H", "H", "C", "H", "O", "H", "H", "H", "H", "C", "H", "P", "H", "C", "H", "H", "H", "H", "O", "H", "H", "H", "O", "H", "O", "O", "H", "H", "C", "H", "C", "H", "C", "C", "H", "C", "O", "C", "H", "H", "H", "C", "O", "C", "H", "C", "C", "O", "H", "H", "C", "C", "H", "H", "H", "C", "C", "H", "H", "H", "H", "O", "C", "C", "O", "H", "H", "H", "H", "H", "C", "H", "H", "H", "H", "C", "H", "C", "H", "C", "H", "H", "C", "C", "C", "C", "C", "C", "H", "H", "C", "H", "H", "H", "O", "C", "H", "H", "O", "H", "H", "H", "H", "H", "C", "C", "C", "O", "H", "H", "H", "H", "C", "C", "H", "H"], "positions_angstrom": [[-3.268, 3.237, -0.042], [-0.585, 0.167, -1.170], [-3.040, 3.665, -1.025], [1.694, 2.266, 3.704], [-8.392, -1.173, -4.695], [-2.653, 2.351, 0.099], [-1.544, 2.322, 5.486], [3.011, -7.086, -1.630], [0.643, 0.332, 3.488], [-7.712, -1.466, -6.308], [-0.321, 2.203, 1.902], [-5.394, 4.986, -0.239], [1.398, 3.500, 1.510], [5.611, -1.341, -0.737], [5.309, 2.220, -3.988], [-1.154, 0.605, 5.718], [-2.008, 2.093, -3.750], [-4.380, -1.240, -5.153], [-4.256, 4.365, 2.515], [2.878, 0.572, -4.432], [1.071, -6.412, 6.905], [-3.421, -0.449, 3.223], [0.419, 1.916, -0.141], [3.757, -5.287, -3.102], [-6.374, -1.629, -4.757], [0.866, 1.003, 0.274], [-6.231, 4.229, 1.122], [-2.358, -1.114, -0.721], [5.859, -2.021, 1.969], [0.565, -3.286, 5.857], [-5.216, 2.627, -0.827], [2.619, -1.177, 2.941], [-5.081, -0.369, -3.775], [-3.899, 0.013, 5.308], [2.417, 2.701, 4.407], [3.722, 0.768, 0.160], [2.190, -4.595, 5.211], [2.509, 1.296, -2.855], [4.517, 1.205, -3.362], [0.194, -5.987, 5.429], [1.230, 4.338, 2.197], [-0.727, 3.577, 0.874], [4.067, -1.876, 2.955], [-3.068, 0.811, 7.185], [2.170, -0.759, 1.448], [1.650, -2.138, 3.440], [0.752, 2.826, 3.771], [-0.029, 0.918, -6.797], [0.600, -5.591, 6.364], [-7.410, 1.006, -4.553], [3.044, 2.739, -4.409], [-4.919, 2.190, 0.861], [4.790, 0.531, 0.206], [3.890, -5.540, -0.356], [2.895, 3.518, -3.656], [-0.735, 0.311, -6.222], [-2.204, 1.032, 4.005], [3.191, -3.756, -1.695], [-4.185, 1.136, 3.468], [2.259, -3.275, -1.375], [-2.273, 0.979, -7.626], [-7.186, 0.475, -5.483], [-2.928, 4.217, 0.953], [-5.269, -0.719, -4.796], [4.230, -0.586, -1.547], [-4.141, 4.756, 1.498], [-3.488, 0.406, 3.897], [-0.720, 1.541, -0.985], [-1.469, -5.396, 7.049], [-0.878, -2.007, 1.340], [-4.755, 2.960, 0.102], [-1.443, -0.713, -0.277], [-5.466, 0.181, -6.745], [0.987, -2.318, 6.130], [0.345, 0.852, -4.385], [-0.667, 0.690, -4.752], [1.540, -4.430, 6.069], [5.614, 2.936, -3.217], [4.697, 0.611, 2.355], [-1.126, -0.092, -4.145], [-4.980, -0.032, 5.438], [3.932, -4.117, -0.521], [4.424, 2.881, -5.034], [-0.499, -4.908, 7.164], [-0.580, -3.564, 6.685], [1.845, -6.012, -0.847], [-0.840, -0.184, 1.690], [3.284, 2.924, 2.333], [0.232, -3.238, 4.822], [2.227, 2.800, -5.128], [-5.276, 4.295, 0.600], [6.257, 0.137, 1.736], [-5.173, 1.363, -5.464], [-3.824, 2.007, 6.126], [1.144, 2.432, -0.785], [-3.225, 1.093, 6.145], [4.468, 2.320, -5.971], [-5.682, 0.430, -5.702], [2.014, -4.995, -3.061], [1.473, 0.784, 4.042], [-0.250, -4.875, 8.231], [5.307, 1.492, 0.071], [-1.043, -0.990, 0.973], [-7.524, -1.001, -5.334], [5.179, -0.026, 1.600], [2.282, 2.474, 2.278], [4.891, -1.537, 1.796], [2.914, -5.046, -2.449], [4.460, -2.034, 0.916], [4.710, 3.912, -5.241], [2.832, -6.058, -1.316], [6.205, 1.770, -4.418], [3.669, -5.780, 0.685], [3.767, -3.039, -2.283], [-2.511, 1.808, -5.740], [-1.518, 1.947, -4.713], [-4.062, 5.843, 1.550], [5.829, 0.110, -1.716], [2.749, 0.110, 3.874], [2.575, -1.327, 0.771], [-3.483, -0.965, 5.560], [1.253, 0.754, 5.118], [2.170, -4.232, 6.941], [1.888, 3.839, 0.587], [-1.928, 1.305, 5.385], [3.143, 1.378, -3.739], [0.072, 2.819, 1.076], [0.164, -0.263, -1.938], [-0.518, -0.739, -6.416], [-0.921, 2.838, -4.939], [4.880, -5.938, -0.603], [-2.857, -0.121, -6.361], [5.161, -0.375, -1.004], [-2.162, 0.697, -6.578], [-7.735, 0.957, -6.290], [2.364, 1.532, 1.729]], "forces_ev_per_angstrom": [[0.13, 0.11, -0.13], [-3.51, 2.86, 2.76], [0.00, -0.10, -0.05], [0.60, -0.34, -0.84], [0.05, -0.08, 0.03], [0.02, 0.06, 0.02], [0.01, 0.00, -0.11], [0.03, 0.02, 0.01], [0.34, -0.05, -0.02], [-0.08, 0.05, -0.01], [0.02, 0.10, -0.25], [-0.02, 0.00, 0.03], [-0.28, -1.13, 0.05], [-0.10, 0.25, 0.14], [0.02, 0.05, 0.19], [-0.02, 0.02, 0.10], [-0.05, 0.04, -0.04], [-0.05, -0.10, 0.04], [-0.07, 0.05, 0.02], [-0.09, 0.02, 0.00], [-0.02, 0.02, 0.01], [0.09, 0.04, -0.03], [-0.20, 0.73, 0.52], [-0.02, 0.03, -0.01], [0.00, 0.17, -0.06], [0.10, 0.23, -0.35], [0.03, 0.01, 0.02], [1.09, -1.32, -0.60], [-0.41, -0.17, 0.09], [-0.31, -0.03, -0.14], [0.03, 0.01, 0.00], [0.00, -1.91, 1.00], [0.09, 0.05, -0.03], [0.07, -0.22, 0.04], [-0.38, -0.20, 0.12], [0.18, -0.13, 0.12], [-0.05, 0.06, -0.03], [0.04, -0.08, 0.03], [-0.19, 0.35, -0.37], [0.00, -0.01, 0.03], [-0.08, 0.03, -0.39], [0.77, -0.66, -0.15], [-0.36, 1.67, -1.22], [0.04, -0.03, -0.03], [1.07, 0.42, 0.22], [-0.77, -0.34, 0.44], [0.10, -0.27, 0.24], [-0.02, -0.03, -0.02], [-0.07, -0.10, -0.14], [-0.02, 0.00, -0.03], [-0.06, 0.15, 0.15], [0.01, -0.01, -0.04], [0.57, -0.02, -0.23], [0.21, -0.04, 0.03], [-0.03, -0.02, -0.02], [0.13, 0.12, -0.16], [-0.03, -0.03, 0.10], [-0.11, 0.16, 0.11], [-0.05, -0.05, -0.01], [-0.03, 0.01, -0.11], [-0.07, 0.08, 0.04], [-0.07, 0.06, 0.17], [-0.52, -0.04, -0.09], [-0.07, 0.01, 0.21], [0.39, -0.13, -0.09], [0.21, 0.01, 0.26], [-0.10, 0.14, -0.11], [0.67, -0.53, 0.90], [-0.03, 0.07, 0.01], [-1.62, 0.15, 0.44], [-0.01, -0.23, 0.14], [-0.26, 0.18, -0.71], [0.03, 0.01, 0.02], [-0.09, 0.02, 0.01], [-0.05, -0.02, 0.04], [-0.09, -0.12, 0.04], [0.16, 0.02, 0.18], [0.06, 0.05, -0.06], [0.03, -0.43, 0.00], [0.06, 0.00, 0.00], [0.01, 0.03, -0.03], [-0.11, 0.00, -0.11], [0.03, -0.07, -0.20], [0.02, 0.16, 0.16], [0.13, -0.18, 0.07], [0.03, -0.03, 0.01], [1.55, -0.15, -0.60], [-0.10, -0.40, 0.13], [0.09, 0.06, 0.00], [0.01, -0.02, 0.01], [-0.09, 0.20, -0.16], [-0.24, -0.12, -0.01], [0.05, -0.05, -0.01], [0.02, -0.01, 0.02], [-0.11, -0.19, 0.12], [-0.18, 0.17, -0.02], [0.02, 0.02, 0.01], [0.06, 0.05, -0.18], [0.00, 0.02, 0.03], [0.11, 1.64, 1.14], [-0.01, -0.12, 0.01], [-0.17, -0.16, 0.17], [0.12, 0.13, 0.67], [0.01, -0.15, -0.13], [-0.04, 0.29, -0.53], [-0.29, 1.07, -0.12], [0.81, 0.06, 0.26], [0.14, -0.05, -0.15], [0.07, 0.21, 0.16], [0.00, -0.02, 0.03], [-0.20, 0.00, 0.10], [-0.02, -0.07, 0.06], [0.03, 0.11, 0.02], [0.04, 0.01, 0.09], [0.22, -0.23, -0.02], [-0.01, 0.24, -0.04], [0.09, -0.02, 0.02], [-0.13, 0.00, 0.20], [-0.32, -0.41, -1.46], [-0.21, 0.12, 0.11], [-0.02, 0.01, -0.01], [-0.14, -0.44, -0.31], [0.01, -0.01, -0.03], [0.08, 0.23, 0.39], [0.28, -0.11, -0.02], [0.05, -0.19, -0.04], [-0.29, 0.53, -0.39], [2.14, -1.82, -2.26], [-0.03, 0.01, 0.00], [0.04, 0.01, 0.08], [-0.02, -0.07, 0.02], [0.05, -0.06, -0.09], [-0.42, -0.18, 0.17], [-0.19, 0.00, 0.06], [0.01, -0.03, 0.00], [0.00, 0.24, 0.11]], "mulliken_charge": [0.36, 0.94, 0.14, -1.26, 0.29, -0.32, 0.29, 0.36, 0.09, 0.27, -0.54, 0.25, -1.99, 0.41, -0.60, 0.18, 0.01, 0.26, 0.26, 0.25, 0.35, 0.23, -0.20, 0.29, -0.44, 0.02, 0.37, 0.51, 0.40, 0.14, 0.37, 0.59, 0.13, -0.54, 0.37, -0.89, 0.28, -0.41, -0.22, 0.26, 0.33, 0.24, -0.44, 0.36, 0.32, -0.56, 0.42, 0.27, -0.54, 0.26, -0.44, 0.21, 0.89, -0.53, 0.27, -0.71, -0.34, -0.01, 0.15, 0.08, 0.36, -0.61, -0.40, -0.23, 0.02, -0.57, -0.27, -0.32, 0.27, 0.40, -0.48, -0.56, 0.27, 0.08, -0.36, 0.48, -0.51, 0.30, 0.22, 0.12, 0.37, -0.37, -0.68, -0.55, -0.43, 0.26, 0.19, 0.37, 0.05, 0.29, -0.57, 0.48, 0.30, 0.29, 0.22, -0.66, 0.28, -0.36, 0.38, -0.08, 0.29, 0.60, -0.87, -0.47, -0.68, 1.17, -0.23, -0.60, -0.05, 0.37, -0.60, 0.33, 0.30, 0.11, -0.44, -0.07, 0.30, 0.25, -0.43, -0.05, 0.25, 0.45, 0.31, 0.63, -0.32, 0.27, 1.07, -0.36, 0.38, 0.23, 0.27, -0.03, -0.91, -0.25, 0.36, -0.98]}

=====

# 4
{"formula": "C4H7NO", "method": "wB97M-V/def2-TZVPD", "total_energy_ha": -286.5042, "homo_energy_ev": -10.3, "orbital_gap_ev": 10.49, "max_force_ha_per_bohr": 0.02133, "smiles": "C=CC#N.[H][H].C=O", "symbols": ["H", "C", "H", "H", "H", "H", "N", "O", "H", "C", "C", "H", "C"], "positions_angstrom": [[0.025, 0.271, -2.537], [1.554, 1.198, -0.112], [-1.166, 0.875, -1.224], [-0.427, 0.415, 1.523], [-2.176, -1.034, 0.326], [0.442, -1.095, 2.156], [1.577, 2.099, -0.840], [-1.069, -1.123, -1.562], [2.391, -0.584, 0.745], [0.456, -0.216, 1.519], [-0.738, 0.016, -1.779], [-2.384, -0.878, 1.025], [1.516, 0.057, 0.760]], "forces_ev_per_angstrom": [[-0.09, -0.04, 0.02], [0.02, 0.76, -0.58], [-0.01, -0.14, -0.04], [0.19, -0.06, -0.01], [-0.07, -0.01, 0.15], [0.02, 0.12, -0.11], [-0.03, -0.85, 0.69], [0.20, 0.49, -0.20], [-0.09, 0.08, 0.01], [0.17, 0.08, -0.07], [-0.09, -0.32, -0.01], [-0.09, -0.02, -0.03], [-0.13, -0.09, 0.17]], "mulliken_charge": [0.32, 0.26, 0.32, 0.34, -0.15, 0.23, -0.41, -0.41, 0.31, -0.59, -0.24, 0.15, -0.13]}